Record 1
The following is a quantum chemistry calculation of a structure of composition C15H31IP2Pb at a distorted geometry, from the OMol25 dataset.

As for the energy relative to the best compared isomer or geometry (same formula, charge and spin): 2.268 eV. The charge is +2. Its HOMO-LUMO gap (spin up / spin down) is 0.1792 / 0.1761 hartree. The electronic energy comes out at -1762.6209 a.u. The value obtained for the strongest force on any atom is 0.0506 Eh/bohr. The HOMO energy (spin up / spin down) comes out at -14.67 / -14.66 eV.

Geometry (Å):
P -1.0221 0.3329 2.5439
P -2.0433 -1.9952 -1.0716
C -0.4512 -0.3511 0.8742
C -1.4229 -0.4093 -0.3319
H 0.1369 -1.2804 1.0234
H 0.3352 0.3616 0.6288
H -2.3230 0.1774 -0.1003
H -0.8977 0.0624 -1.1672
C -0.5246 -3.0172 -1.2765
H -0.8606 -4.0113 -1.6113
H 0.0578 -3.1598 -0.3484
H 0.1190 -2.5863 -2.0486
C -2.5911 -1.5823 -2.7501
H -1.7963 -1.3936 -3.4824
H -3.2823 -0.7307 -2.7242
H -3.1682 -2.4629 -3.0645
C 0.5294 0.3251 3.5742
H 0.1813 0.5362 4.6048
H 1.2910 1.0739 3.3028
H 0.9939 -0.6815 3.5847
C -1.5252 2.0984 2.2384
H -2.1296 2.1958 1.3151
H -0.7308 2.8531 2.2358
H -2.1895 2.2952 3.0984
Pb -1.6069 -2.5730 1.9194
C 0.6433 0.6113 -2.5742
C 1.4771 -0.3944 -2.2441
C 2.9002 -0.2040 -1.7897
C 3.2146 1.0320 -0.9147
C 2.1880 1.3211 0.1378
C 1.1478 2.1607 -0.0485
C 0.8435 2.8628 -1.3414
C 1.0388 2.0517 -2.6515
C -2.6524 -1.8811 3.8482
H -0.3244 0.3883 -3.0421
H 1.2636 -1.4332 -2.5399
H 3.5695 -0.1411 -2.6649
H 3.1870 -1.1144 -1.2361
H 4.1510 0.7901 -0.3949
H 3.4009 1.9052 -1.5585
H 2.4243 0.9216 1.1274
H 0.4999 2.4763 0.7770
H 1.4586 3.7782 -1.4291
H -0.2085 3.1926 -1.3023
H 0.3712 2.5322 -3.3856
H 2.0733 2.1844 -3.0151
H -3.6667 -2.1828 3.5691
H -2.6945 -0.8322 4.1254
H -2.3297 -2.4635 4.7298
I 0.9445 -3.6392 2.8511

Record 2
The following is a quantum chemistry calculation of a cluster of 3 separate species, C12H29BIO5 in total, from the OMol25 dataset.

The charge is -1. Its HOMO-LUMO gap is 0.2262 hartree. The electronic energy comes out at -1173.4955 a.u. The value obtained for the strongest force on any atom is 0.0151 Eh/bohr. The HOMO energy comes out at -4.17 eV.

Geometry (Å):
C 0.1226 3.4263 -0.3119
O -0.2309 2.3254 -1.1055
C -1.3145 1.5872 -0.5499
C -1.9323 0.6975 -1.6119
C -3.3328 0.2022 -1.2464
C -4.4019 1.2881 -1.2073
C -4.8353 1.8259 0.1530
O -6.0187 2.5153 -0.1603
B -6.6426 1.7482 -1.2259
I -8.3949 0.3927 -0.3453
O -5.6373 0.8041 -1.6995
H 0.2610 3.1427 0.7392
H 1.0654 3.8149 -0.6947
H -0.6403 4.2116 -0.3573
H -2.0634 2.2735 -0.1403
H -0.9330 0.9803 0.2831
H -1.9761 1.2532 -2.5529
H -1.2728 -0.1610 -1.7738
H -3.2977 -0.3159 -0.2808
H -3.6548 -0.5351 -1.9841
H -4.0862 2.1600 -1.8130
H -4.1109 2.4632 0.6683
H -5.0508 0.9522 0.7927
H -7.2076 2.4328 -2.0420
C 0.8817 -3.6955 0.5408
C 0.3362 -2.3962 -0.0299
C 1.3990 -1.3140 -0.1082
O -0.7966 -1.9485 0.7089
H 1.2499 -3.5299 1.5585
H 0.1026 -4.4566 0.5750
H 1.7145 -4.0660 -0.0594
H -0.0615 -2.5809 -1.0310
H 1.7734 -1.0885 0.8970
H 0.9817 -0.3983 -0.5294
H 2.2513 -1.6251 -0.7115
H -0.5193 -1.7587 1.6111
C 5.1031 0.3400 1.5028
C 5.0576 -1.1442 1.1819
C 6.3118 -1.8735 1.6333
O 4.8123 -1.3567 -0.2057
H 5.9474 0.8102 0.9894
H 4.1852 0.8271 1.1756
H 5.2272 0.5067 2.5740
H 4.1873 -1.5900 1.6701
H 7.1894 -1.4626 1.1251
H 6.2411 -2.9351 1.3985
H 6.4645 -1.7611 2.7079
H 5.5460 -0.9881 -0.7088

Record 3
The following is a quantum chemistry calculation of the molecule CH3Cl2FSi at a distorted geometry, from the OMol25 dataset.

As for the energy relative to the best compared isomer or geometry (same formula, charge and spin): 1.263 eV. The charge is 0. Its HOMO-LUMO gap is 0.4026 hartree. The electronic energy comes out at -1349.7897 a.u. The value obtained for the strongest force on any atom is 0.0654 Eh/bohr. The HOMO energy comes out at -10.92 eV. The SMILES is C[Si](F)(Cl)Cl.

Geometry (Å):
C 1.0946 -0.1374 -0.0800
Si -0.7413 -0.0845 0.1934
F -1.1027 0.2434 1.7865
Cl -1.6761 -1.7378 -0.5388
Cl -2.0045 1.7561 -0.8466
H 1.5311 -0.8922 -0.7193
H 1.2238 0.8178 -0.6015
H 1.6752 0.0346 0.8064

Record 4
The following is a quantum chemistry calculation of a cluster of 8 separate species, C22H57O24S7 in total at a distorted geometry, from the OMol25 dataset.

As for the energy relative to the best compared isomer or geometry (same formula, charge and spin): 7.850 eV. The charge is -1. Its HOMO-LUMO gap is 0.1746 hartree. The electronic energy comes out at -5465.2994 a.u. The value obtained for the strongest force on any atom is 0.0981 Eh/bohr. The HOMO energy comes out at -3.14 eV.

Geometry (Å):
O 1.4272 -0.1648 -0.8909
C 2.4704 0.2378 -1.6495
O 2.3347 0.7496 -2.7556
O 3.6447 0.1644 -1.2514
H 0.7271 -0.0488 -1.5375
O -7.7229 -0.6528 -3.8519
S -7.0501 -1.1650 -2.6959
O -5.7372 -0.6301 -2.3045
O -8.0690 -1.1912 -1.3424
C -9.3256 -1.7218 -1.5325
C -10.1536 -1.9272 -0.2308
C -6.7465 -2.9962 -2.9278
H -9.2656 -2.6234 -2.1422
H -9.8442 -0.9905 -2.1525
H -11.1462 -2.2940 -0.4924
H -10.0879 -0.9713 0.2888
H -9.7839 -2.6453 0.5012
H -6.4942 -3.5030 -1.9963
H -5.9094 -2.9752 -3.6256
H -7.5991 -3.4960 -3.3875
O 2.6875 7.7652 -1.1610
S 1.6892 8.4200 -0.3306
O 1.6096 8.1871 1.0761
O 1.8430 10.0599 -0.6639
C 1.1951 10.8655 0.2788
C 0.8134 12.1216 -0.5143
C -0.0059 8.0485 -1.0822
H 1.8728 10.9634 1.1268
H 0.2584 10.4129 0.6040
H 0.0670 11.8132 -1.2464
H 1.6622 12.5814 -1.0205
H 0.4403 12.9152 0.1331
H -0.2386 6.9986 -0.9039
H 0.0979 8.4263 -2.0993
H -0.7636 8.5864 -0.5123
O -2.7640 -10.5387 -3.4965
S -2.1073 -9.7584 -4.5354
O -2.7822 -8.6785 -5.2430
O -0.7507 -9.1059 -3.8522
C 0.0320 -8.2099 -4.6361
C 1.0546 -7.4141 -3.8461
C -1.3274 -10.9422 -5.6979
H -0.5556 -7.5022 -5.2209
H 0.5222 -8.7169 -5.4673
H 1.9475 -7.9805 -3.5813
H 0.6042 -7.0278 -2.9317
H 1.4113 -6.4888 -4.2984
H -0.5553 -10.4306 -6.2725
H -2.0369 -11.5320 -6.2783
H -0.6936 -11.5920 -5.0945
O -1.3738 3.3501 8.5013
S -1.4312 1.8741 8.6606
O -2.2674 1.2918 9.7368
O -1.9121 1.2715 7.2528
C -1.2940 1.7106 6.0719
C -2.4174 1.9546 5.0312
C 0.2468 1.0067 8.6679
H -0.6952 0.9071 5.6429
H -0.7979 2.6594 6.2764
H -3.0292 1.0656 4.8778
H -2.0864 2.1302 4.0076
H -3.0153 2.7972 5.3785
H 0.7965 1.3195 9.5557
H 0.7966 1.3321 7.7847
H 0.1792 -0.0793 8.6047
O 9.3821 2.5581 2.8207
S 9.1810 2.0273 4.1598
O 9.2920 0.5729 4.4070
O 10.2048 2.8553 5.2635
C 10.5936 2.2714 6.4789
C 11.3695 3.3874 7.2829
C 7.6466 2.6747 4.8821
H 11.2521 1.4069 6.3939
H 9.7079 1.9834 7.0451
H 12.3872 3.4480 6.8973
H 11.2969 3.2441 8.3610
H 10.7998 4.2973 7.0940
H 7.7231 2.3806 5.9289
H 6.7879 2.1585 4.4529
H 7.5205 3.7561 4.8297
O -0.1905 4.3332 -10.3512
S -0.1875 4.1241 -8.9146
O 1.1269 4.2812 -8.2305
O -1.2446 5.1188 -8.1185
C -2.3873 5.5375 -8.7971
C -3.6003 4.7726 -8.3121
C -1.0416 2.4938 -8.5233
H -2.3048 5.6524 -9.8779
H -2.5546 6.6020 -8.6333
H -3.6870 3.7509 -8.6819
H -4.4866 5.2953 -8.6719
H -3.5956 4.6846 -7.2256
H -1.3589 2.7170 -7.5047
H -0.3069 1.6896 -8.5632
H -1.7382 2.4767 -9.3615
O -0.4618 -5.4425 3.7155
S 0.7621 -6.0865 4.3100
O 1.0036 -6.0081 5.7486
O 0.7333 -7.7075 3.8691
C 0.0719 -8.1810 2.7257
C -0.5046 -9.6075 2.9906
C 2.2919 -5.5025 3.4535
H 0.8217 -8.1761 1.9346
H -0.8171 -7.6326 2.4142
H -0.7638 -9.6659 4.0477
H 0.2663 -10.3706 2.8840
H -1.3247 -9.8703 2.3225
H 3.1825 -5.8436 3.9813
H 2.2339 -4.4294 3.2710
H 2.3223 -6.0211 2.4953